No. 1
C4H16O3 | ωB97M-V with the def2-TZVPD basis set

The geometry in XYZ format:
```
23
Properties=species:S:1:pos:R:3:nbo_charge:R:1
C -1.287 -0.301 -1.458 -0.61
C -0.402 -0.276 -0.077 -0.22
C 0.620 -1.387 -0.311 -0.62
C 0.263 1.050 0.088 -0.62
H -2.256 0.197 -1.030 0.21
H -0.651 0.219 -2.269 0.21
H -1.525 -1.290 -1.767 0.20
H -1.201 -0.369 0.699 0.20
H 1.506 -1.474 0.290 0.21
H 1.086 -1.174 -1.274 0.21
H -0.054 -2.298 -0.137 0.21
H -0.312 1.908 -0.483 0.20
H 0.657 1.439 1.004 0.24
H 1.276 1.004 -0.423 0.19
O -3.417 5.788 0.012 -0.98
H -2.650 5.423 -0.460 0.49
H -4.209 6.050 -0.470 0.49
O 1.207 0.838 3.706 -0.95
H 1.339 1.504 4.470 0.47
H 1.132 -0.037 4.150 0.47
O 2.995 -5.965 -1.261 -0.93
H 2.642 -5.245 -0.827 0.46
H 3.241 -5.606 -2.175 0.47
```

Results
highest occupied orbital energy = -10.43 eV
structure (SMILES) = CC(C)C.O.O.O
E_LUMO = 0.0234 Ha
ΔE to the lowest compared entry with this formula, charge and spin = 54.6 kcal/mol

=====

No. 2
C2H6ClN | ωB97M-V with the def2-TZVPD basis set

The geometry in XYZ format:
```
10
Properties=species:S:1:pos:R:3:nbo_charge:R:1
C 0.630 -1.113 -0.135 -0.63
C -0.343 0.130 0.367 -0.25
N 0.042 1.355 -0.063 -0.53
Cl -2.073 -0.147 0.041 0.02
H 0.950 -0.933 -1.218 0.23
H -0.092 -1.844 0.010 0.22
H 1.588 -1.064 0.527 0.23
H -0.351 0.159 1.479 0.25
H 0.264 1.349 -1.086 0.21
H -0.615 2.108 0.077 0.24
```

Results
highest occupied orbital energy (alpha / beta) = -3.52 / -11.58 eV
⟨S²⟩ = 2.007
spin multiplicity = 3
E_LUMO (alpha / beta) = 0.0354 / -0.1564 Ha
ΔE to the lowest compared entry with this formula, charge and spin = 59.3 kcal/mol

=====

No. 3
C22H5Cl48F7IN2O2PS | ωB97M-V with the def2-TZVPD basis set

The geometry in XYZ format:
```
89
Properties=species:S:1:pos:R:3:lowdin_charge:R:1
C -0.560 -2.285 -0.378 -0.08
C -0.118 -1.112 0.472 -0.17
C -0.924 -0.645 1.591 -0.09
C -2.272 -1.272 1.942 -0.40
F -2.260 -1.597 3.259 0.06
F -2.570 -2.424 1.308 0.11
C -3.513 -0.321 1.681 -0.38
F -3.123 0.851 1.151 0.12
F -4.190 -0.093 2.814 0.11
C -4.559 -0.919 0.702 -0.56
F -5.455 0.067 0.485 0.01
F -4.058 -1.220 -0.494 0.14
F -5.199 -1.947 1.225 0.21
C -0.481 0.412 2.345 -0.52
I -1.459 1.210 4.016 1.12
C 0.753 1.013 2.046 -0.45
N 1.314 2.031 2.721 -0.34
S 2.695 2.329 2.006 0.98
N 2.687 1.260 0.842 -0.22
C 1.543 0.571 0.956 -0.36
C 1.071 -0.503 0.148 -0.21
P 2.096 -1.083 -1.295 0.81
O 0.983 -0.955 -2.501 -0.29
O 3.091 0.136 -1.634 -0.30
H -1.484 -2.055 -0.903 0.09
H 0.205 -2.645 -1.043 0.00
H -0.798 -3.108 0.280 0.06
H 0.189 -0.509 -2.185 -0.02
H 2.651 0.980 -1.800 0.07
C 1.472 -6.180 -0.019 -2.03
Cl -0.284 -6.345 0.107 0.54
Cl 2.036 -7.014 -1.469 0.50
Cl 1.897 -4.470 -0.127 0.55
Cl 2.243 -6.884 1.400 0.52
C -1.320 5.655 2.733 -2.03
Cl -2.953 5.110 2.314 0.49
Cl -0.223 4.274 2.679 0.52
Cl -0.795 6.901 1.594 0.52
Cl -1.340 6.327 4.366 0.53
C -3.616 0.561 -3.869 -2.03
Cl -3.601 1.923 -4.990 0.51
Cl -4.603 0.963 -2.467 0.57
Cl -4.276 -0.861 -4.676 0.55
Cl -1.958 0.214 -3.346 0.56
C -2.659 6.129 -3.675 -2.06
Cl -2.938 7.835 -4.034 0.53
Cl -0.958 5.737 -3.950 0.52
Cl -3.072 5.806 -1.993 0.51
Cl -3.668 5.127 -4.720 0.50
C 6.518 -8.273 1.138 -2.05
Cl 6.390 -7.769 2.828 0.52
Cl 8.104 -7.820 0.510 0.50
Cl 6.324 -10.026 1.033 0.53
Cl 5.253 -7.484 0.198 0.50
C 6.528 -2.258 -2.996 -2.06
Cl 4.774 -2.239 -2.834 0.53
Cl 6.985 -3.086 -4.490 0.52
Cl 7.136 -0.600 -3.036 0.52
Cl 7.235 -3.108 -1.616 0.51
C 0.255 -9.354 -4.666 -2.06
Cl 1.913 -9.196 -4.080 0.50
Cl 0.158 -10.698 -5.804 0.53
Cl -0.820 -9.657 -3.298 0.52
Cl -0.226 -7.859 -5.472 0.52
C -7.598 3.721 1.208 -2.03
Cl -6.679 2.247 0.922 0.60
Cl -7.921 4.493 -0.357 0.50
Cl -9.130 3.339 1.996 0.54
Cl -6.659 4.803 2.237 0.52
C 12.300 -8.702 0.788 -2.06
Cl 11.124 -9.695 1.650 0.52
Cl 13.635 -8.297 1.870 0.52
Cl 12.919 -9.595 -0.602 0.53
Cl 11.527 -7.213 0.231 0.50
C 4.360 -0.742 4.449 -2.04
Cl 4.390 1.010 4.193 0.51
Cl 5.897 -1.435 3.937 0.54
Cl 4.089 -1.082 6.157 0.54
Cl 3.048 -1.442 3.491 0.55
C -5.603 8.714 0.097 -2.02
Cl -5.526 9.842 -1.262 0.50
Cl -6.388 9.487 1.480 0.52
Cl -6.528 7.285 -0.371 0.49
Cl -3.966 8.231 0.548 0.49
C -5.892 13.496 0.859 -2.06
Cl -5.983 15.138 0.214 0.53
Cl -4.302 12.815 0.507 0.51
Cl -6.136 13.535 2.608 0.52
Cl -7.146 12.500 0.119 0.49
```

Results
highest occupied orbital energy = -8.98 eV
E_LUMO = -0.0507 Ha

=====

No. 4
C30H32O3P | ωB97M-V with the def2-TZVPD basis set

The geometry in XYZ format:
```
66
Properties=species:S:1:pos:R:3:nbo_charge:R:1
C 0.498 5.885 -3.125 -0.25
O 0.782 4.587 -3.583 -0.49
C 0.571 3.572 -2.642 0.31
C 0.954 2.280 -3.009 -0.23
C 0.810 1.223 -2.137 -0.23
C 0.274 1.427 -0.885 -0.29
P 0.152 0.099 0.331 0.76
C 0.736 -1.269 -0.689 -0.29
C 2.063 -1.634 -0.727 -0.22
C 2.482 -2.637 -1.573 -0.23
C 1.579 -3.293 -2.411 0.31
O 2.102 -4.281 -3.254 -0.49
C 1.183 -4.830 -4.165 -0.25
C 0.236 -2.910 -2.358 -0.30
C -0.175 -1.906 -1.504 -0.22
C 1.668 0.423 1.253 -0.29
C 1.949 -0.384 2.333 -0.21
C 3.129 -0.227 3.034 -0.29
C 4.055 0.749 2.656 0.31
O 5.286 0.975 3.283 -0.49
C 5.614 0.053 4.292 -0.25
C 3.745 1.558 1.561 -0.23
C 2.568 1.392 0.867 -0.23
C -0.117 2.691 -0.503 -0.21
C 0.027 3.758 -1.368 -0.30
H 0.770 6.589 -3.912 0.21
H -0.566 5.985 -2.913 0.17
H 1.085 6.107 -2.234 0.18
H 1.368 2.132 -3.991 0.23
H 1.135 0.238 -2.427 0.23
H 2.777 -1.119 -0.106 0.23
H 3.516 -2.933 -1.608 0.23
H 1.718 -5.531 -4.805 0.21
H 0.399 -5.366 -3.631 0.17
H 0.751 -4.044 -4.783 0.18
H -0.482 -3.405 -2.986 0.22
H -1.208 -1.597 -1.480 0.21
H 1.248 -1.155 2.611 0.20
H 3.337 -0.856 3.880 0.22
H 6.618 0.283 4.648 0.21
H 4.916 0.141 5.124 0.17
H 5.602 -0.961 3.894 0.18
H 4.454 2.314 1.271 0.23
H 2.355 2.007 0.009 0.23
H -0.512 2.843 0.489 0.20
H -0.286 4.740 -1.064 0.22
C -2.832 0.923 2.767 -0.72
C -3.215 -0.470 2.399 0.46
C -2.798 -1.560 3.333 -0.71
C -4.060 -0.712 1.311 -0.15
C -4.288 -2.028 0.802 -0.07
C -5.146 -2.247 -0.242 -0.24
C -5.826 -1.192 -0.827 -0.05
C -5.628 0.102 -0.371 -0.23
C -4.760 0.350 0.659 -0.08
H -2.748 1.557 1.883 0.26
H -3.567 1.372 3.436 0.28
H -1.862 0.953 3.267 0.27
H -2.849 -2.547 2.878 0.24
H -1.774 -1.422 3.684 0.26
H -3.448 -1.580 4.210 0.29
H -3.750 -2.862 1.214 0.23
H -5.288 -3.247 -0.619 0.24
H -6.516 -1.379 -1.632 0.24
H -6.170 0.914 -0.826 0.24
H -4.643 1.359 1.014 0.23
```

Results
charge = +1
highest occupied orbital energy = -10.01 eV
E_LUMO = -0.2064 Ha

=====

No. 5
C9H18F2NP | ωB97M-V with the def2-TZVPD basis set

The geometry in XYZ format:
```
31
Properties=species:S:1:pos:R:3:nbo_charge:R:1
C -1.355 -2.136 -0.061 -0.42
C 0.130 -2.311 0.192 -0.44
C -1.586 -0.586 -0.217 -0.21
C 0.767 -0.896 0.206 0.10
C 1.163 1.834 1.127 -0.63
C -0.811 2.336 -0.159 -0.60
C -0.900 1.330 2.139 -0.62
C 1.427 -0.612 -1.771 0.29
C -0.181 1.352 0.801 0.12
N -0.223 0.004 0.234 -0.45
F 0.671 0.419 -2.241 -0.38
F 2.791 -0.116 -1.700 -0.41
P 1.139 -1.960 -2.924 0.24
H -1.602 -2.646 -0.962 0.22
H -2.013 -2.473 0.673 0.21
H 0.222 -2.665 1.211 0.21
H 0.635 -2.913 -0.521 0.23
H -1.812 -0.299 -1.291 0.20
H -2.438 -0.077 0.366 0.21
H 1.683 -0.782 0.732 0.23
H 1.047 2.935 1.461 0.22
H 1.527 1.381 2.096 0.22
H 1.836 1.804 0.135 0.24
H -0.146 2.573 -0.945 0.23
H -1.101 3.177 0.414 0.20
H -1.740 1.831 -0.399 0.20
H -0.843 2.274 2.638 0.21
H -1.977 1.328 1.879 0.20
H -0.633 0.475 2.764 0.22
H 2.003 -2.789 -2.158 -0.02
H 2.320 -1.790 -3.718 0.00
```

Results
highest occupied orbital energy = -7.49 eV
E_LUMO = 0.0273 Ha